# 1
{
  "formula": "C12H17PdS4",
  "method": "wB97M-V/def2-TZVPD",
  "symbols": ["H", "C", "H", "S", "S", "Pd", "C", "C", "H", "C", "H", "C", "C", "H", "S", "C", "H", "C", "H", "C", "H", "H", "C", "H", "H", "H", "S", "H", "H", "H", "H", "C", "C", "H"],
  "xyz": [[2.434, 1.215, 2.289], [-0.243, -0.135, 2.833], [-3.693, 2.085, -2.010], [1.854, -1.410, -0.341], [-2.414, -0.486, -1.612], [-0.466, -0.553, -0.501], [0.390, -3.063, 1.436], [-1.362, -1.125, 2.515], [-0.571, 0.489, 3.664], [2.556, -0.587, 1.127], [-2.298, -0.598, 2.329], [-0.544, 1.062, -2.806], [-0.027, 2.265, -3.271], [2.303, -3.575, 0.612], [0.193, 0.971, 1.452], [-2.158, 3.324, -2.861], [2.400, -1.233, 1.990], [1.397, -3.051, 0.302], [-1.528, -1.784, 3.369], [-2.676, 2.142, -2.374], [0.124, -4.093, 1.674], [3.634, -0.509, 0.986], [-1.867, 1.001, -2.328], [0.037, 0.146, -2.870], [0.657, -0.651, 3.165], [0.987, 2.313, -3.644], [-1.161, -2.174, 1.041], [1.006, -3.576, -0.570], [-0.441, 4.323, -3.679], [0.810, -2.625, 2.339], [2.279, 1.485, 0.565], [-0.833, 3.389, -3.298], [1.998, 0.811, 1.376], [-2.780, 4.209, -2.898]],
  "forces_ev_per_angstrom": [[-0.004, -0.029, 0.018], [0.033, -0.072, -0.137], [0.012, 0.010, 0.008], [-0.093, 0.116, 0.275], [-0.382, -0.020, 0.129], [0.240, -0.347, -0.677], [0.060, 0.070, -0.003], [0.000, 0.107, -0.034], [-0.028, -0.012, 0.011], [0.018, -0.016, 0.026], [-0.015, -0.011, -0.040], [-0.074, -0.272, 0.315], [0.085, 0.272, 0.047], [0.026, 0.029, 0.001], [0.056, 0.475, 0.380], [-0.141, -0.140, 0.048], [-0.030, -0.021, -0.006], [0.037, -0.026, -0.029], [0.016, -0.039, -0.018], [0.017, 0.288, 0.090], [-0.047, 0.001, -0.029], [0.006, -0.019, -0.041], [0.125, -0.302, 0.141], [-0.015, -0.063, -0.189], [0.021, 0.011, -0.015], [-0.001, -0.002, 0.013], [0.015, 0.129, -0.149], [-0.004, 0.021, -0.020], [-0.007, -0.014, -0.012], [-0.034, 0.030, 0.012], [-0.009, 0.006, -0.011], [0.176, -0.089, -0.046], [-0.059, -0.063, -0.045], [-0.002, -0.009, -0.013]],
  "mulliken_charge": [0.423, -0.729, 0.432, -0.129, -0.250, 0.270, -0.650, -0.624, 0.465, -0.650, 0.422, -0.285, -0.690, 0.429, -0.097, -0.425, 0.342, -0.732, 0.455, -0.558, 0.474, 0.492, 0.423, 0.727, 0.338, 0.424, -0.111, 0.434, 0.396, 0.337, 0.427, -0.434, -0.731, 0.382],
  "e_homo_ev": [-10.97, -10.99],
  "total_charge": 1
}

---

# 2
{
  "formula": "C7H14N3O",
  "method": "wB97M-V/def2-TZVPD",
  "symbols": ["H", "C", "C", "N", "N", "H", "H", "H", "C", "C", "H", "H", "H", "H", "O", "H", "H", "H", "N", "H", "C", "C", "H", "H", "C"],
  "xyz": [[2.391, 0.669, 1.301], [-2.423, 1.120, 1.336], [2.441, -2.809, 1.771], [2.891, 0.789, 0.369], [1.481, 1.021, -1.796], [-1.597, -1.102, 1.237], [-0.921, -1.214, -1.044], [2.401, -3.349, 2.817], [2.311, -2.134, 0.520], [2.029, 0.113, -0.717], [-2.681, 2.008, 0.617], [-1.364, 1.391, 1.816], [1.517, 2.032, -1.538], [1.194, -1.714, -1.335], [0.274, 0.636, -2.244], [-3.156, 0.991, 2.242], [-1.528, 1.754, -1.946], [-2.502, -0.460, -1.742], [1.780, -1.234, -0.614], [-0.301, 1.615, -0.405], [-2.231, -0.336, 0.608], [-0.808, 1.069, -1.307], [-3.322, -0.815, 0.535], [3.780, 0.239, 0.442], [-1.655, -0.281, -0.925]],
  "forces_ev_per_angstrom": [[0.596, 0.117, -1.546], [1.677, -0.512, 0.778], [-1.804, 5.456, -9.243], [-1.541, -2.133, -1.782], [2.258, -2.542, 4.150], [-1.161, 1.825, -1.085], [-1.574, 2.069, 0.144], [0.440, 1.167, -2.762], [-0.381, -3.374, 8.357], [0.188, 1.590, 1.264], [0.101, -1.921, 1.385], [-2.266, -0.368, -0.925], [0.417, -1.053, 0.017], [0.669, 0.569, 0.771], [-1.289, 0.137, 0.006], [1.293, 0.517, -1.998], [1.736, -1.069, 1.556], [1.819, 0.588, 1.909], [1.218, 0.091, 1.408], [-1.217, -1.013, -1.646], [-1.608, -0.282, -0.488], [-1.572, -0.543, -0.269], [2.453, 0.930, 0.140], [-0.934, 0.548, -0.033], [0.480, -0.793, -0.107]],
  "mulliken_charge": [0.328, -0.892, -0.125, -0.584, -0.158, 0.256, -0.027, 0.390, -0.353, 0.444, 0.249, 0.199, 0.358, 0.397, -0.288, 0.321, 0.280, 0.331, -0.001, 0.312, -0.363, -0.466, 0.285, 0.330, -0.225],
  "e_homo_ev": -13.83,
  "total_charge": 1,
  "relative_energy_kj_mol": 1010.9
}

---

# 3
{
  "formula": "C9H16N2OS",
  "method": "wB97M-V/def2-TZVPD",
  "symbols": ["H", "C", "H", "C", "N", "H", "C", "H", "H", "H", "H", "H", "C", "C", "H", "N", "H", "H", "C", "H", "H", "H", "H", "C", "S", "H", "O", "C", "C"],
  "xyz": [[-3.768, 0.410, -2.796], [-2.574, 0.118, -0.959], [-2.426, -2.315, -1.853], [-0.957, 0.337, 1.086], [-1.490, -0.439, -1.752], [4.144, -1.060, 2.746], [-3.531, 0.905, -1.800], [-3.138, 1.936, -2.081], [0.361, 0.109, -2.826], [-1.625, 1.964, -0.169], [-0.834, 0.924, 2.003], [-2.884, 1.217, 0.843], [1.463, 0.188, 0.879], [3.438, -0.588, 2.111], [-1.014, -0.734, 1.262], [2.547, 0.411, 0.250], [-2.420, -1.408, -3.401], [-4.517, 1.029, -1.239], [-0.673, 0.517, -2.503], [-3.106, -0.809, -0.560], [-1.225, 0.837, -3.409], [4.627, 0.086, 0.459], [-0.894, -2.118, -2.855], [-1.807, -1.641, -2.464], [1.755, -0.636, 2.411], [-0.519, 1.430, -1.893], [0.245, 0.497, 0.325], [3.634, 0.012, 0.934], [-2.026, 0.968, 0.231]],
  "forces_ev_per_angstrom": [[0.271, 0.346, 1.309], [0.702, -1.133, 0.473], [0.486, 0.063, -0.114], [1.003, 0.386, -0.431], [1.372, -0.135, 0.574], [0.372, -0.151, 0.466], [-1.898, 1.299, -0.987], [-0.432, -1.174, 0.543], [-1.771, 0.452, 0.724], [-0.473, -1.335, 0.598], [-0.179, -0.345, 0.199], [-0.212, 0.139, 0.270], [-1.464, -0.397, 0.207], [-0.636, -0.106, 0.205], [-0.739, -0.124, 0.306], [-0.238, 1.009, -1.339], [0.382, -0.337, 0.713], [1.156, 0.071, -0.824], [0.365, -0.082, -0.263], [0.518, 1.243, -0.172], [0.338, -0.058, -0.050], [-0.683, 0.163, 0.327], [-0.267, -0.035, 0.451], [-0.749, 0.486, -1.590], [-1.075, 0.126, 0.162], [0.145, -0.665, -0.364], [2.222, 0.036, 0.607], [1.932, -0.278, -0.896], [-0.448, 0.536, -1.105]],
  "mulliken_charge": [0.308, 0.176, 0.308, -0.763, 0.258, 0.404, -1.458, 0.303, 0.279, 0.230, 0.485, 0.506, 0.542, -0.205, 0.487, -0.421, 0.282, 0.397, -1.028, 0.401, 0.376, 0.334, 0.282, -0.907, -0.131, 0.283, -0.187, -0.493, -1.045],
  "e_homo_ev": -7.93,
  "relative_energy_kj_mol": 146.8
}